1.
Molecular formula: C17H40NO2P2Yb
Method: DFT, ωB97M-V with the def2-TZVPD basis set

The geometry in XYZ format:
```
63
Properties=species:S:1:pos:R:3:forces:R:3:mulliken_charge:R:1
Yb 0.188896 -0.360830 -0.528173 -1.6 1.1 1.1 0.030
P 0.289021 2.344854 -1.233023 -0.2 -0.3 -0.4 0.964
P -0.747338 -2.265585 1.262885 0.0 -0.1 -0.4 1.015
O 0.615972 0.770447 1.434862 -0.1 0.5 1.2 -0.356
O 3.966782 -1.082096 -0.385732 -4.4 0.6 -0.9 -0.111
N -1.833584 0.424315 0.078726 1.2 -0.6 -0.7 0.071
C -2.514100 -1.755886 1.252520 -0.4 0.0 -0.1 -0.877
C -0.593219 -3.788161 0.238054 -0.1 0.1 0.0 0.464
C -0.254779 -2.595908 3.004686 0.2 0.5 0.0 0.411
C 1.276870 -2.498859 3.134101 0.0 0.0 0.3 -1.328
C 2.843056 -0.935994 -0.595913 4.5 -0.6 1.0 0.177
C -1.523407 -4.937157 0.613855 -0.1 -0.4 -0.2 -1.399
C 0.290465 3.436685 -3.876816 0.1 0.1 -0.5 -1.383
C 1.144481 3.756840 -0.404606 0.1 -0.4 0.4 0.434
C -1.521383 2.678651 -1.114211 -0.3 0.0 -0.2 -0.840
C 0.879301 -4.232993 0.158373 -0.2 -0.3 -0.1 -1.271
C -2.785383 -0.257404 0.949648 -0.5 0.0 0.8 -1.015
C 1.124491 5.092873 -1.140681 0.1 0.4 0.0 -1.586
C 2.228587 1.940853 -3.178916 -0.1 0.1 -0.3 -1.301
C -2.306503 1.793594 -0.109399 -0.2 0.8 0.4 -1.072
C 2.577495 3.347619 -0.012602 0.1 0.3 0.1 -1.360
C 0.728018 2.250749 -3.022243 -0.1 0.1 0.0 0.502
C -0.788647 -3.866472 3.657174 0.0 -0.2 0.3 -1.592
H -3.061268 -2.366897 0.516004 0.3 0.0 0.3 0.420
H 0.553098 3.888493 0.521598 0.2 -0.2 -0.2 0.418
H 2.627784 2.338664 0.421678 0.0 0.2 -0.1 0.171
H 2.418383 1.646336 -4.219914 0.1 0.1 0.3 0.465
H 1.571303 -3.412478 -0.092899 -0.1 -0.1 0.1 0.166
H 1.527741 5.863349 -0.468476 -0.1 -0.2 -0.1 0.461
H -2.580605 -4.649818 0.588182 0.2 0.0 0.0 0.337
H 1.535336 -2.353193 4.190838 0.0 -0.1 -0.2 0.479
H 0.967187 -4.982443 -0.639924 0.1 0.1 0.3 0.470
H -0.534631 -3.832594 4.726050 -0.1 0.0 -0.2 0.461
H -1.877031 -3.968274 3.582056 0.2 0.0 0.0 0.352
H -3.823491 -0.182237 0.551888 0.6 -0.1 0.1 0.439
H -1.651494 3.737234 -0.833658 -0.1 -0.3 -0.2 0.378
H 2.569427 1.107747 -2.543332 -0.1 0.2 0.0 0.184
H 1.686196 -1.649681 2.567933 -0.1 -0.2 0.1 0.163
H -0.789596 3.617402 -3.834509 0.2 -0.1 0.0 0.337
H 1.141301 1.099722 2.190933 -0.1 -0.3 -0.5 0.286
H -2.923737 -1.994190 2.247110 -0.1 0.0 -0.4 0.390
H 2.845431 2.824091 -2.956208 -0.2 -0.3 -0.1 0.235
H -0.902576 -3.449947 -0.773019 0.1 0.0 0.2 0.278
H -0.314038 -4.767407 3.250630 -0.1 0.3 0.1 0.307
H -1.586860 -0.705224 -2.004278 0.2 0.0 -0.1 0.191
H -1.378061 -5.734153 -0.127918 -0.2 0.1 0.2 0.457
H 3.258793 3.396714 -0.872419 -0.2 -0.1 0.2 0.271
H -1.973664 2.546885 -2.109337 0.3 0.1 0.2 0.434
H 2.958431 4.049252 0.740912 0.0 -0.2 -0.2 0.470
H -1.057301 -0.994535 -2.481945 0.0 -0.1 -0.1 0.146
H -3.380267 1.813124 -0.409157 0.6 -0.1 0.0 0.473
H 0.803479 4.362663 -3.601452 -0.1 -0.3 -0.1 0.217
H 0.156318 1.372193 -3.387006 0.1 0.2 0.2 0.250
H -1.304293 -5.351227 1.602885 0.0 0.1 -0.3 0.221
H -0.323483 1.008916 1.611867 0.5 -0.2 -0.2 0.305
H 1.766581 5.084528 -2.029350 -0.2 0.0 0.3 0.308
H -0.700662 -1.731457 3.532279 0.2 -0.2 -0.1 0.430
H 0.544660 3.208696 -4.920742 -0.1 0.2 0.2 0.452
H 1.776328 -3.419663 2.804325 -0.2 0.3 0.0 0.272
H 0.115821 5.413771 -1.426082 0.2 -0.1 0.0 0.346
H -2.849881 0.279377 1.925929 0.1 -0.1 -0.4 0.388
H -2.309639 2.320638 0.876235 0.0 -0.2 -0.3 0.374
H 1.213889 -4.694514 1.099724 -0.1 0.2 -0.4 0.225
```
Forces are in eV/Å.

Results
**Frontier orbital gap (spin up / spin down)**: 0.26479 / 0.24540 hartree
**Multiplicity**: 2
**Largest force on an atom**: 0.0898 hartree/bohr
**Total charge**: +2
**E_tot**: -2717.8022 Eh



2.
Molecular formula: C2H6O2Si2
Method: DFT, ωB97M-V with the def2-TZVPD basis set

The geometry in XYZ format:
```
12
Properties=species:S:1:pos:R:3:forces:R:3:mulliken_charge:R:1
Si 0.020268 -0.347258 -0.749944 1.2 2.7 0.5 0.656
Si -2.589085 0.203815 0.287799 1.2 -2.7 1.6 0.480
O -2.003658 1.407995 -0.457173 1.0 0.4 -1.0 -0.593
O -0.978308 -1.041519 0.160136 -2.0 -0.8 0.6 -0.321
C 1.539402 0.570992 -0.160086 0.8 -4.1 1.7 -0.233
C 2.528586 -0.153675 0.464595 -2.4 0.2 -1.6 -0.590
H 1.591560 1.577858 -0.254343 0.4 3.1 -0.5 0.432
H 0.192021 -0.562929 -2.132422 -0.3 -0.4 -1.3 -0.068
H 3.496217 0.246581 0.770485 -0.4 -0.2 0.1 0.264
H -3.736622 -0.645604 -0.236752 0.5 0.5 0.2 -0.088
H 2.264406 -1.228608 0.536504 1.0 0.6 0.4 0.151
H -2.324792 -0.027647 1.771197 -0.9 0.6 -0.5 -0.091
```
Forces are in eV/Å.

Results
**Frontier orbital gap**: 0.34872 hartree
**Largest force on an atom**: 0.0870 hartree/bohr
**Total charge**: 0
**E_tot**: -809.2543 Eh



3.
Molecular formula: C14H14BrNO
Method: DFT, ωB97M-V with the def2-TZVPD basis set

The geometry in XYZ format:
```
31
Properties=species:S:1:pos:R:3:forces:R:3:mulliken_charge:R:1
Br -6.126553 1.361543 0.116432 0.2 -0.1 0.0 -0.217
O 3.521180 2.349995 -0.532909 -0.3 0.0 -0.1 -0.442
N -1.152494 -2.073336 -0.330642 0.4 -0.4 -0.3 -0.140
C 2.169535 -0.769158 0.877649 -0.3 0.0 -0.1 -1.061
C 3.056583 0.270002 0.660774 0.3 0.2 0.0 -0.334
C -3.227945 -1.291032 -1.211304 0.1 0.0 0.1 -0.362
C -2.239422 -1.244799 -0.218984 -0.5 0.2 0.1 0.433
C 0.632120 0.181849 -0.677469 0.0 0.0 0.0 0.055
C 0.950981 -0.831347 0.217181 0.0 -0.1 0.1 0.544
C -2.436433 -0.389848 0.870520 0.2 -0.2 -0.1 -0.064
C -4.545006 0.300630 -0.021450 -0.2 0.2 0.1 0.032
C -3.581904 0.374188 0.968641 -0.3 0.1 -0.1 -0.741
C 2.730901 1.281639 -0.236694 -0.2 -0.1 -0.1 0.842
C 0.020619 -1.995146 0.498571 0.0 0.0 0.1 -1.351
C 4.767586 2.463716 0.108896 0.2 0.0 0.1 -0.845
C 1.506945 1.224298 -0.902106 0.2 0.1 0.0 -0.763
C -4.371663 -0.528813 -1.116827 0.0 0.1 0.1 -0.574
H 3.993701 0.278143 1.194677 0.1 0.0 0.0 0.386
H -1.004690 -2.460563 -1.249962 0.0 0.0 0.1 0.270
H -3.721796 1.031431 1.813237 0.0 0.0 0.1 0.405
H -5.123509 -0.575073 -1.889667 -0.1 0.0 0.0 0.401
H 0.576035 -2.930087 0.367286 -0.1 0.1 0.1 0.462
H 5.213287 3.380366 -0.274046 0.0 -0.1 0.1 0.242
H 2.434329 -1.549149 1.577693 0.1 -0.1 0.1 0.387
H 1.262135 2.013687 -1.594702 0.0 0.1 -0.1 0.425
H -0.309829 0.167353 -1.205005 -0.1 0.0 0.0 0.389
H -3.088186 -1.938697 -2.065235 0.0 -0.1 -0.1 0.311
H -0.295348 -1.957706 1.547122 0.1 -0.1 -0.1 0.346
H 5.421524 1.618108 -0.128616 0.0 0.0 0.0 0.336
H 4.655687 2.543434 1.195174 0.0 0.0 0.0 0.339
H -1.688381 -0.305613 1.641766 0.1 0.0 0.1 0.289
```
Forces are in eV/Å.

Results
**Frontier orbital gap**: 0.31331 hartree
**SMILES string**: COc1ccc(CNc2ccc(Br)cc2)cc1
**Largest force on an atom**: 0.0117 hartree/bohr
**Total charge**: 0
**E_tot**: -3245.8863 Eh



4.
Molecular formula: C5H5Cl
Method: DFT, ωB97M-V with the def2-TZVPD basis set

The geometry in XYZ format:
```
11
Properties=species:S:1:pos:R:3:forces:R:3:mulliken_charge:R:1
Cl -0.969923 0.304689 -2.736495 0.1 0.2 0.4 -0.134
C -0.262343 0.637940 -1.181825 -0.6 0.8 -1.8 0.550
C -0.516270 1.978599 -0.593095 -0.1 0.2 -1.5 -0.975
C 1.014845 -1.027086 0.261578 0.5 -0.2 -0.1 -0.516
C 0.468649 -0.281893 -0.596318 0.0 -0.2 0.4 0.003
C 0.734916 -3.245905 2.292823 1.4 0.2 0.1 -0.364
H -0.068540 2.864884 -1.069830 0.7 -0.8 0.0 0.313
H -0.211694 1.803434 0.380680 0.6 0.7 2.1 0.337
H -1.532194 2.294469 -0.651512 -1.2 -0.4 0.1 0.342
H 1.512025 -2.464225 2.046349 -0.7 -0.8 0.5 0.268
H -0.169472 -2.864906 1.847644 -0.8 0.2 -0.2 0.177
```
Forces are in eV/Å.

Results
**Frontier orbital gap (spin up / spin down)**: 0.25565 / 0.25354 hartree
**Largest force on an atom**: 0.0447 hartree/bohr
**Total charge**: 0
**E_tot**: -653.3577 Eh